[1]
{
  "formula": "C30H70F12N11O26S12",
  "method": "ωB97M-V with the def2-TZVPD basis set",
  "species": ["C", "C", "O", "N", "H", "H", "C", "H", "H", "H", "H", "H", "H", "C", "C", "O", "N", "H", "H", "C", "H", "H", "H", "H", "H", "H", "C", "C", "C", "N", "C", "C", "C", "C", "C", "H", "H", "H", "H", "H", "H", "H", "H", "H", "H", "H", "H", "H", "H", "H", "H", "H", "H", "C", "C", "C", "N", "C", "C", "C", "C", "C", "H", "H", "H", "H", "H", "H", "H", "H", "H", "H", "H", "H", "H", "H", "H", "H", "H", "H", "C", "C", "C", "N", "C", "C", "C", "C", "C", "H", "H", "H", "H", "H", "H", "H", "H", "H", "H", "H", "H", "H", "H", "H", "H", "H", "H", "N", "S", "O", "O", "F", "S", "O", "O", "F", "N", "S", "O", "O", "F", "S", "O", "O", "F", "N", "S", "O", "O", "F", "S", "O", "O", "F", "N", "S", "O", "O", "F", "S", "O", "O", "F", "N", "S", "O", "O", "F", "S", "O", "O", "F", "N", "S", "O", "O", "F", "S", "O", "O", "F"],
  "coordinates": [[-0.75513, -4.22808, 4.65639], [-2.23760, -4.21312, 4.73096], [-2.88663, -4.82397, 3.90852], [-2.89846, -3.29633, 5.79949], [-3.05237, -3.85052, 6.62972], [-2.14816, -2.64835, 5.99254], [-4.21375, -2.65381, 5.33201], [-0.50246, -4.92924, 3.86101], [-0.32792, -4.41607, 5.64141], [-0.31794, -3.25463, 4.43424], [-4.59662, -2.11668, 6.19976], [-4.78254, -3.52434, 5.00526], [-4.12675, -2.00549, 4.46011], [0.38282, -0.27843, 0.73275], [-0.88681, -0.84965, 0.09438], [-1.98669, -1.04885, 0.68704], [-0.67165, -0.99153, -1.43723], [-0.71738, -0.07220, -1.85298], [0.28581, -1.29383, -1.54672], [-1.69113, -1.91183, -2.18956], [0.24392, 0.26607, 1.66674], [0.75690, 0.56200, 0.14807], [1.24020, -0.95002, 0.77687], [-2.68464, -1.50868, -1.99332], [-1.68348, -2.93255, -1.80725], [-1.37597, -1.99339, -3.22981], [11.49718, 1.03436, 7.61799], [11.20298, -0.17719, 6.77697], [9.82259, -0.90573, 6.96109], [9.42068, -1.95183, 5.89443], [10.27921, -3.25066, 6.08193], [9.75561, -1.39836, 4.48685], [8.81414, -2.04922, 3.57528], [7.67192, -2.78282, 4.33061], [7.93297, -2.28092, 5.74640], [11.36157, 0.94998, 8.69622], [10.88242, 1.83672, 7.21007], [12.50509, 1.43219, 7.49984], [11.94317, -0.94989, 6.98469], [11.47707, 0.08139, 5.75418], [8.98659, -0.20990, 6.89008], [9.81541, -1.51904, 7.86215], [10.04528, -3.93523, 5.26662], [10.02165, -3.65049, 7.06270], [11.33417, -2.99241, 6.17392], [10.79648, -1.58698, 4.22395], [9.59107, -0.32378, 4.56618], [9.29464, -2.85063, 3.01407], [8.42849, -1.37912, 2.80694], [7.83952, -3.85805, 4.26815], [6.66132, -2.50478, 4.03148], [7.70072, -3.04290, 6.49040], [7.31473, -1.39013, 5.85769], [-1.26965, 3.72720, -10.11821], [-0.14811, 2.86340, -9.56547], [-0.77316, 1.52579, -9.13732], [0.34260, 0.45741, -8.92546], [1.44060, 0.87521, -7.93128], [1.04594, 0.10575, -10.29332], [1.34662, -1.36364, -10.30538], [0.21459, -1.90803, -9.51471], [-0.16852, -0.87209, -8.41881], [-1.95113, 3.22434, -10.80438], [-0.87117, 4.67190, -10.48813], [-1.93682, 4.00942, -9.30376], [0.35218, 3.41720, -8.77103], [0.70873, 2.75495, -10.23042], [-1.42309, 1.06258, -9.87970], [-1.24968, 1.55172, -8.15735], [1.10649, 0.52217, -6.95566], [1.60158, 1.94833, -7.82841], [2.31347, 0.23191, -8.04246], [1.91010, 0.74161, -10.48569], [0.27504, 0.36593, -11.01867], [2.27627, -1.60936, -9.79209], [1.45918, -1.81039, -11.29322], [0.36055, -2.89131, -9.06753], [-0.69540, -2.10211, -10.08247], [0.46530, -1.20550, -7.59710], [-1.22037, -0.76461, -8.15393], [-10.21611, 4.74074, 5.15061], [-9.59100, 4.62993, 3.73787], [-8.21463, 5.30007, 3.71254], [-7.40438, 5.14858, 2.34700], [-8.11232, 5.64794, 1.06512], [-6.05405, 5.91372, 2.44189], [-5.09310, 4.90887, 3.07263], [-5.51989, 3.62596, 2.62198], [-6.98420, 3.63406, 2.28821], [-9.53898, 4.49734, 5.96936], [-11.09944, 4.11693, 5.28728], [-10.53465, 5.77148, 5.30624], [-10.36371, 4.96990, 3.04834], [-9.41255, 3.62079, 3.36655], [-7.57543, 4.89482, 4.49695], [-8.30924, 6.36658, 3.91680], [-8.09593, 6.73775, 1.07718], [-9.17251, 5.39738, 1.10150], [-7.72180, 5.29925, 0.10908], [-5.74245, 5.95648, 1.39825], [-6.22672, 6.87572, 2.92443], [-4.08739, 5.04222, 2.67405], [-5.04472, 5.13833, 4.13710], [-4.92562, 3.36160, 1.74731], [-5.23879, 2.79287, 3.26622], [-7.17105, 3.31469, 1.26293], [-7.49690, 2.96945, 2.98358], [-0.24352, 0.09000, 7.19567], [1.39701, 0.35498, 7.29626], [1.87157, 1.03104, 8.48962], [2.14314, 0.49379, 6.02606], [1.63977, -1.21530, 7.71338], [-0.65542, 1.49579, 7.08992], [-0.19399, 2.31960, 5.97123], [-0.86073, 2.18959, 8.35556], [-2.11272, 1.02856, 6.72424], [-9.51198, -2.55852, -1.57861], [-8.21059, -2.80796, -0.50872], [-7.80772, -1.62217, 0.28354], [-7.14048, -3.68107, -1.03789], [-8.91560, -3.84247, 0.55205], [-8.90911, -1.37001, -2.24547], [-7.67151, -1.59170, -2.98027], [-9.23048, -0.04564, -1.73704], [-9.90927, -1.38803, -3.49636], [3.16913, -2.68971, -2.24051], [3.44404, -4.33076, -1.89129], [3.32311, -4.54715, -0.44189], [4.38255, -5.20465, -2.63594], [2.00972, -4.79158, -2.47726], [4.53239, -2.47155, -2.77736], [4.72276, -2.49984, -4.19811], [5.74242, -2.83675, -1.91790], [4.40677, -0.89357, -2.61589], [-1.52123, 2.78883, -3.49243], [-0.93768, 4.18230, -3.36041], [-1.22967, 4.89345, -2.09270], [-0.57453, 4.95866, -4.54894], [0.57463, 3.64424, -2.96204], [-3.00653, 3.41714, -3.82263], [-3.16714, 4.31522, -4.99578], [-3.92724, 3.60244, -2.70164], [-3.54005, 2.09176, -4.52988], [-3.80122, -9.01041, -6.85699], [-2.46128, -8.67475, -6.24393], [-1.64171, -7.73572, -6.97255], [-1.80822, -9.74936, -5.55192], [-3.10093, -7.76005, -5.05063], [-3.13657, -9.70459, -8.30270], [-1.93442, -10.54680, -8.11474], [-3.35528, -8.94721, -9.50115], [-4.26374, -10.84408, -8.41007], [6.38229, 5.27976, 3.11548], [5.84834, 3.95289, 3.53873], [6.68416, 3.13576, 4.38826], [4.99751, 3.29495, 2.57774], [4.66170, 4.36229, 4.60276], [7.55790, 4.64653, 2.12048], [7.25714, 3.85252, 0.91833], [8.80630, 4.29140, 2.81428], [7.89897, 6.06306, 1.33827]],
  "mulliken_charge": [-1.204, 0.694, -0.405, -0.129, 0.359, 0.305, -0.797, 0.329, 0.408, 0.378, 0.327, 0.414, 0.318, -1.220, 0.764, -0.506, -0.129, 0.343, 0.360, -0.834, 0.358, 0.411, 0.361, 0.418, 0.357, 0.317, -1.480, -0.221, -0.634, 0.244, -0.971, -0.762, -0.780, -0.680, -0.569, 0.346, 0.363, 0.392, 0.287, 0.353, 0.403, 0.410, 0.392, 0.359, 0.335, 0.347, 0.589, 0.293, 0.464, 0.323, 0.346, 0.350, 0.501, -1.425, -0.221, -0.918, 0.522, -1.070, -0.687, -0.589, -0.683, -0.638, 0.364, 0.364, 0.346, 0.315, 0.421, 0.379, 0.574, 0.407, 0.291, 0.398, 0.295, 0.424, 0.314, 0.377, 0.465, 0.282, 0.349, 0.342, -1.394, -0.203, -0.849, 0.291, -0.945, -0.648, -0.659, -0.619, -0.431, 0.365, 0.374, 0.352, 0.272, 0.437, 0.381, 0.400, 0.378, 0.336, 0.407, 0.479, 0.358, 0.414, 0.295, 0.323, 0.360, 0.315, 0.208, -0.095, 0.974, -0.540, -0.500, -0.324, 0.958, -0.566, -0.614, -0.291, -0.259, 1.063, -0.548, -0.549, -0.281, 1.078, -0.568, -0.612, -0.321, -0.024, 1.017, -0.605, -0.507, -0.264, 0.881, -0.626, -0.570, -0.305, -0.067, 0.986, -0.589, -0.558, -0.349, 0.963, -0.573, -0.534, -0.278, -0.324, 1.102, -0.599, -0.581, -0.304, 1.100, -0.550, -0.573, -0.270, -0.280, 1.028, -0.543, -0.563, -0.323, 1.129, -0.551, -0.589, -0.309],
  "spin_multiplicity": 1,
  "lumo_energy_ev": -0.6,
  "charge": -1,
  "gap_ev": 5.6
}

=====

[2]
{
  "formula": "C21H18N4PdSe",
  "method": "ωB97M-V with the def2-TZVPD basis set",
  "species": ["Pd", "C", "C", "C", "C", "C", "C", "C", "C", "C", "H", "H", "H", "H", "H", "H", "H", "H", "H", "H", "H", "H", "Se", "N", "C", "C", "C", "C", "C", "N", "C", "C", "N", "C", "C", "C", "C", "C", "N", "H", "H", "H", "H", "H", "H"],
  "coordinates": [[-0.59586, -0.11089, 0.66425], [-1.82256, -2.85549, 2.45715], [-1.94806, -1.39119, 2.19545], [-1.22636, -0.45599, 2.97305], [-1.36466, 0.93191, 2.76125], [-0.64606, 1.91881, 3.62115], [-2.25116, 1.37321, 1.74965], [-3.03576, 0.46891, 0.99715], [-4.06666, 0.97561, 0.04335], [-2.84746, -0.91099, 1.21055], [-1.05086, -3.29639, 1.82055], [-2.75266, -3.37339, 2.23785], [-1.54156, -3.04739, 3.48945], [-0.63706, -0.81169, 3.81195], [0.28334, 2.24351, 3.14915], [-0.39846, 1.48971, 4.58775], [-1.25106, 2.80831, 3.77565], [-2.42626, 2.43791, 1.63635], [-3.62146, 1.24741, -0.91445], [-4.53316, 1.87771, 0.42995], [-4.83376, 0.22911, -0.13945], [-3.48196, -1.62239, 0.69255], [4.96944, -0.00689, -4.81835], [3.21904, 0.00271, -4.85575], [2.74394, 0.01251, -3.62725], [1.35014, 0.01121, -3.27995], [0.31364, 0.00551, -4.22355], [-0.99636, -0.02259, -3.78775], [-1.25326, -0.05209, -2.41975], [-0.28306, -0.03049, -1.51865], [1.00474, 0.00511, -1.91065], [2.02184, 0.01621, -0.88045], [1.61124, 0.01621, 0.40385], [2.50114, 0.00811, 1.38465], [3.87264, -0.00029, 1.14095], [4.32654, 0.00371, -0.16445], [3.39484, 0.01271, -1.21195], [3.75654, 0.00991, -2.60305], [4.98944, -0.00159, -3.06735], [0.55054, 0.01921, -5.27625], [-1.82036, -0.02619, -4.48365], [-2.26636, -0.10779, -2.03325], [2.10234, 0.00581, 2.39545], [4.55814, -0.00899, 1.97295], [5.38284, 0.00181, -0.38625]],
  "mulliken_charge": [0.396, -1.529, 1.002, -0.667, 0.732, -1.690, -0.618, 0.817, -1.545, -0.643, 0.299, 0.418, 0.399, 0.554, 0.295, 0.417, 0.459, 0.619, 0.260, 0.474, 0.432, 0.542, 0.426, -0.824, 0.797, 0.475, -0.325, -1.180, -0.109, -0.449, 0.048, 0.048, -0.366, -0.126, -1.031, -0.330, 0.477, 0.781, -0.825, 0.584, 0.457, 0.544, 0.479, 0.452, 0.579],
  "s2": 2.006,
  "spin_multiplicity": 3,
  "lumo_energy_ev": [-6.5, -9.3],
  "charge": 2,
  "gap_ev": [7.9, 5.1]
}

=====

[3]
{
  "formula": "C3H4S3",
  "method": "ωB97M-V with the def2-TZVPD basis set",
  "species": ["C", "C", "C", "H", "H", "H", "H", "S", "S", "S"],
  "coordinates": [[-0.06104, -0.24841, -1.72455], [-0.61508, 0.52054, 0.75778], [0.67712, -0.29728, 0.83012], [-1.49644, -0.09580, 1.04222], [-0.59572, 1.37602, 1.43841], [0.71750, -0.92400, 1.73504], [1.54494, 0.37989, 0.81759], [-0.11789, -0.48168, -3.33732], [-0.78957, 1.13090, -0.93318], [0.73617, -1.36017, -0.62610]],
  "mulliken_charge": [0.140, -0.546, -0.549, 0.311, 0.346, 0.345, 0.313, -0.229, -0.065, -0.066],
  "spin_multiplicity": 1,
  "lumo_energy_ev": -0.1,
  "gap_ev": 8.5,
  "de_lowest_ev": 0.000
}

=====

[4]
{
  "formula": "C8H14O",
  "method": "ωB97M-V with the def2-TZVPD basis set",
  "species": ["C", "C", "C", "C", "C", "C", "C", "C", "O", "H", "H", "H", "H", "H", "H", "H", "H", "H", "H", "H", "H", "H", "H"],
  "coordinates": [[-0.99583, 1.33588, 1.98904], [2.25593, -1.03252, -0.86438], [-0.75397, -0.27117, -1.86050], [-1.16069, -1.35689, 0.37707], [-0.17091, 1.16973, 0.74369], [1.14404, -0.33309, -0.15060], [-0.29163, -0.41471, -0.43024], [1.17776, 0.61290, 0.82730], [-0.43993, 2.24264, -0.10657], [0.15190, 2.18551, -0.86649], [1.92859, 0.83259, 1.57885], [-2.02856, 1.03663, 1.79560], [-0.61188, 0.71362, 2.79565], [-1.00673, 2.38024, 2.30444], [3.19292, -0.90902, -0.31873], [2.04824, -2.09926, -0.97421], [2.40558, -0.62002, -1.86687], [-1.56822, 0.46163, -1.90465], [0.04011, 0.08480, -2.51900], [-0.78929, -1.46979, 1.39346], [-2.19340, -1.00068, 0.42896], [-1.14347, -1.20756, -2.26848], [-1.19054, -2.34147, -0.10334]],
  "mulliken_charge": [-1.597, -1.386, -1.715, -1.645, 0.931, 0.140, 1.691, -0.947, -0.588, 0.369, 0.370, 0.303, 0.343, 0.460, 0.372, 0.322, 0.277, 0.334, 0.378, 0.373, 0.323, 0.426, 0.465],
  "spin_multiplicity": 1,
  "lumo_energy_ev": 0.8,
  "gap_ev": 8.7,
  "de_lowest_ev": 1.751
}

=====

[5]
{
  "formula": "C3H13N2O",
  "method": "ωB97M-V with the def2-TZVPD basis set",
  "species": ["C", "N", "C", "N", "C", "H", "H", "H", "H", "H", "H", "H", "H", "H", "H", "H", "H", "H", "O"],
  "coordinates": [[0.83455, -1.28921, -1.08634], [0.07887, -1.97265, -0.02484], [0.80423, 0.22479, -0.80267], [-0.50279, 0.57913, -0.12540], [-1.67150, 1.13155, -0.82626], [1.85570, -1.61796, -1.18895], [0.26223, -1.41920, -1.98651], [0.53241, -1.83504, 0.84366], [0.02097, -2.96493, -0.20518], [1.54800, 0.41995, -0.03082], [0.85708, 0.81687, -1.70433], [-0.33987, 1.02285, 0.79546], [-0.82698, -0.39008, 0.10047], [-1.69071, 2.19591, -0.75867], [-1.79300, 0.88601, -1.87617], [-2.61799, 0.77515, -0.41538], [0.62079, 2.11711, 2.60034], [0.81389, 0.65176, 3.05963], [0.47367, 1.19412, 2.34323]],
  "mulliken_charge": [-0.518, -0.597, -0.609, -0.029, -0.939, 0.363, 0.384, 0.156, 0.245, 0.319, 0.357, 0.334, 0.473, 0.377, 0.359, 0.360, 0.302, 0.291, -0.629],
  "spin_multiplicity": 1,
  "lumo_energy_ev": -2.9,
  "charge": 1,
  "gap_ev": 11.4,
  "de_lowest_ev": 0.758
}

=====

[6]
{
  "formula": "C4H11N2OS",
  "method": "ωB97M-V with the def2-TZVPD basis set",
  "species": ["C", "C", "C", "C", "N", "N", "O", "S", "H", "H", "H", "H", "H", "H", "H", "H", "H", "H", "H"],
  "coordinates": [[-0.54082, 0.23891, 0.27786], [2.11465, 0.32849, 0.56447], [-0.80644, -0.45172, -1.07200], [0.89156, -0.49383, 0.70080], [-0.44115, 1.64659, 0.11810], [-1.98105, -1.07769, -1.09157], [-1.55818, -0.12156, 1.22812], [1.05912, -1.79707, -0.58482], [2.90803, -0.28319, 0.81816], [2.10819, 1.33749, 1.10375], [2.16044, 0.74986, -0.48236], [-0.51745, 0.00363, -2.08749], [0.77141, -0.99155, 1.62251], [-1.23352, 1.90381, -0.57624], [-0.57886, 2.29037, 0.99046], [-2.31688, -1.53391, -1.80032], [-2.39990, -1.30426, -0.20941], [-1.36846, 0.56981, 1.86889], [1.72932, -1.01417, -1.38892]],
  "mulliken_charge": [1.155, -1.319, -0.556, -0.356, -0.690, -0.236, -0.574, -0.069, 0.439, 0.288, 0.371, 0.423, 0.524, 0.295, 0.315, 0.144, 0.242, 0.394, 0.210],
  "spin_multiplicity": 1,
  "lumo_energy_ev": -4.4,
  "charge": 1,
  "gap_ev": 9.4,
  "de_lowest_ev": 2.830
}